Entry 1:
Formula: C4H10NOP
Source: OMol25
Level of theory: ωB97M-V/def2-TZVPD

CARTESIAN COORDINATES (ANGSTROEM)
1 C -1.383 1.161 -0.755
2 C -2.811 -0.590 0.283
3 C 3.357 -0.496 -0.161
4 C -2.372 0.804 -0.086
5 N 0.518 -0.712 -0.149
6 O 1.461 1.188 1.119
7 P 1.714 0.431 -0.367
8 H -0.577 1.585 -1.339
9 H -2.297 -1.365 -0.166
10 H -3.845 -0.724 0.164
11 H -2.619 -0.661 1.328
12 H 3.314 -1.421 -0.829
13 H 4.081 0.340 -0.431
14 H 3.662 -0.695 0.878
15 H 0.638 0.587 1.443
16 H -3.021 1.595 0.135
17 H 0.180 -1.025 -1.066

Summary:
Highest occupied orbital energy (spin up / spin down) = -7.436 / -8.342 eV
Frontier orbital gap (spin up / spin down) = 0.2223 / 0.3177 Ha
Energy above the lowest of the compared OMol25 structures with the same formula, charge and spin = 126.7 kcal per mole
Lowest unoccupied orbital energy (spin up / spin down) = -1.4 / 0.3 eV
Electronic energy = -629.570138 a.u.



Entry 2:
Formula: C4H10NOP
Source: OMol25
Level of theory: ωB97M-V/def2-TZVPD

CARTESIAN COORDINATES (ANGSTROEM)
1 C 1.079 2.210 -0.006
2 N 0.207 0.666 0.385
3 C -1.131 0.497 -0.170
4 C -1.375 -0.987 0.081
5 C -0.151 -1.806 -0.234
6 P 1.184 -0.712 0.245
7 O 2.437 -0.625 -0.489
8 H 1.879 2.072 0.751
9 H 1.381 2.195 -1.099
10 H 0.213 2.821 0.151
11 H -0.954 0.701 -1.251
12 H -2.003 1.221 0.197
13 H -1.530 -1.173 1.187
14 H -2.316 -1.260 -0.352
15 H 0.047 -2.786 0.250
16 H -0.182 -2.097 -1.256
17 H 1.213 -0.938 1.610

Summary:
Highest occupied orbital energy = -8.860 eV
Frontier orbital gap = 0.3609 Ha
Energy above the lowest of the compared OMol25 structures with the same formula, charge and spin = 35.8 kcal per mole
Lowest unoccupied orbital energy = 1.0 eV
Electronic energy = -629.714850 a.u.



Entry 3:
Formula: C4H10NOP
Source: OMol25
Level of theory: ωB97M-V/def2-TZVPD

CARTESIAN COORDINATES (ANGSTROEM)
1 C 1.352 -1.737 -0.309
2 N 1.114 -0.762 0.375
3 C 1.185 0.568 -0.134
4 C -0.170 1.267 0.064
5 C -1.461 0.678 -0.521
6 P -2.267 -0.715 0.442
7 O -3.738 -0.320 0.291
8 H 1.395 -1.774 -1.432
9 H 1.305 -2.757 0.094
10 H 1.615 0.798 -1.087
11 H 1.860 1.060 0.642
12 H -0.324 1.320 1.252
13 H -0.130 2.336 -0.152
14 H -2.295 1.449 -0.728
15 H -1.141 0.232 -1.503
16 H -1.760 -2.040 0.160
17 H -1.450 -0.539 1.739

Summary:
Highest occupied orbital energy = -9.807 eV
Frontier orbital gap = 0.3923 Ha
Energy above the lowest of the compared OMol25 structures with the same formula, charge and spin = 56.0 kcal per mole
Lowest unoccupied orbital energy = 0.9 eV
Electronic energy = -629.682696 a.u.



Entry 4:
Formula: C4H10NOS
Source: OMol25
Level of theory: ωB97M-V/def2-TZVPD

CARTESIAN COORDINATES (ANGSTROEM)
1 C -0.039 2.031 -0.793
2 O 0.570 2.861 0.085
3 C -0.461 0.707 -0.102
4 C 0.740 -0.146 0.228
5 C 0.528 -1.554 0.711
6 S -0.162 -2.595 -0.631
7 N -0.946 1.031 1.286
8 H -0.994 2.496 -1.146
9 H 0.501 1.754 -1.728
10 H -1.156 0.065 -0.638
11 H 1.319 -0.341 -0.925
12 H 1.483 0.381 0.838
13 H -0.155 -1.443 1.557
14 H 1.448 -1.976 1.117
15 H 1.659 -0.374 -1.638
16 H -1.853 1.475 1.184
17 H -0.300 1.835 1.434

Summary:
Highest occupied orbital energy = -3.752 eV
Frontier orbital gap = 0.2048 Ha
Energy above the lowest of the compared OMol25 structures with the same formula, charge and spin = 147.8 kcal per mole
Charge = -1
Lowest unoccupied orbital energy = 1.8 eV
Electronic energy = -686.429109 a.u.



Entry 5:
Formula: C4H10NOS
Source: OMol25
Level of theory: ωB97M-V/def2-TZVPD

CARTESIAN COORDINATES (ANGSTROEM)
1 O -2.094 -0.861 -1.932
2 C -0.818 -0.493 -1.958
3 N 0.069 -1.184 -0.960
4 C -0.445 -1.030 0.388
5 C -0.301 0.389 0.898
6 C 1.093 0.957 0.650
7 S 1.449 2.451 1.646
8 H -0.285 -0.655 -2.941
9 H -0.643 0.603 -1.753
10 H 0.020 -2.174 -1.175
11 H 0.054 -1.701 1.090
12 H -1.518 -1.296 0.454
13 H -1.020 1.058 0.438
14 H -0.486 0.433 1.975
15 H 1.877 0.217 0.728
16 H 1.174 1.359 -0.354
17 H 1.875 1.926 2.804

Summary:
Highest occupied orbital energy = -2.555 eV
Frontier orbital gap = 0.2043 Ha
Energy above the lowest of the compared OMol25 structures with the same formula, charge and spin = 55.5 kcal per mole
Charge = -1
Lowest unoccupied orbital energy = 3.0 eV
Electronic energy = -686.576167 a.u.



Entry 6:
Formula: C4H10NOS
Source: OMol25
Level of theory: ωB97M-V/def2-TZVPD

CARTESIAN COORDINATES (ANGSTROEM)
1 O 1.976 -0.860 1.949
2 C 1.594 -1.286 0.782
3 C 0.263 -0.790 0.285
4 C 0.258 0.002 -1.014
5 C -1.151 0.503 -1.432
6 S -1.708 2.118 -0.836
7 N -0.137 0.104 1.423
8 H 2.014 -2.131 0.240
9 H -0.488 -1.592 0.216
10 H 0.885 0.898 -0.927
11 H 0.632 -0.573 -1.855
12 H -1.922 -0.258 -1.267
13 H -1.194 0.546 -2.530
14 H -0.613 2.426 -0.131
15 H 0.285 -0.365 2.251
16 H -1.120 0.305 1.492
17 H 0.425 0.952 1.352

Summary:
Highest occupied orbital energy (spin up / spin down) = -4.814 / -8.383 eV
Frontier orbital gap (spin up / spin down) = 0.1901 / 0.3205 Ha
Energy above the lowest of the compared OMol25 structures with the same formula, charge and spin = 18.3 kcal per mole
Lowest unoccupied orbital energy (spin up / spin down) = 0.4 / 0.3 eV
⟨S²⟩ = 0.75
Electronic energy = -686.472005 a.u.
2S+1 = 2